No. 1
59
Properties=species:S:1:pos:R:3:lowdin_charge:R:1 method="wB97M-V/def2-TZVPD" de_lowest_ev=0.408 s2=6.008 spin_multiplicity=5 homo_lumo_gap_ev="8.4 / 3.8" charge=+3 fmax_ev_per_a=5.923 energy_ev=-42740.143
Rh 0.82 1.35 0.45 1.28
N 3.55 -2.90 3.02 0.26
C 2.49 -2.44 2.02 -0.27
C 3.15 -1.71 0.84 -0.08
C 3.59 -0.26 1.18 -0.27
N 2.90 0.75 0.18 -0.02
C 3.32 0.24 2.60 -0.11
C 1.93 -0.18 3.12 -0.27
N 0.89 0.88 2.62 0.01
C 1.43 -1.59 2.71 -0.09
H 4.24 -3.51 2.57 0.19
H 3.12 -3.41 3.81 0.19
H 4.04 -2.08 3.39 0.15
H 1.99 -3.34 1.61 0.18
H 2.38 -1.69 0.04 0.14
H 4.02 -2.32 0.45 0.16
H 4.69 -0.16 0.98 0.17
H 2.98 0.39 -0.76 0.11
H 3.47 1.61 0.20 0.12
H 3.48 1.33 2.69 0.14
H 4.10 -0.22 3.29 0.14
H 1.96 -0.11 4.23 0.16
H 1.03 1.74 3.16 0.11
H -0.05 0.56 2.89 0.12
H 0.61 -1.51 1.97 0.12
H 1.00 -2.13 3.60 0.15
F 1.95 3.52 1.60 -0.07
C 0.80 3.30 0.73 -0.32
F -0.30 3.58 1.62 -0.05
H 0.80 4.06 -0.06 0.13
C -3.94 -1.62 -2.10 -0.06
N -2.62 -1.27 -1.52 -0.30
C -1.98 -2.41 -0.84 -0.09
P -1.97 0.24 -1.43 0.60
O -1.01 0.31 -0.17 -0.42
N -1.10 0.56 -2.78 -0.30
C -1.38 0.00 -4.12 -0.06
C -0.06 1.58 -2.76 -0.08
N -3.19 1.31 -1.27 -0.30
C -3.60 1.87 0.04 -0.06
C -3.98 1.85 -2.41 -0.07
H -4.61 -1.97 -1.30 0.10
H -3.81 -2.42 -2.86 0.11
H -4.42 -0.75 -2.58 0.07
H -2.57 -2.72 0.05 0.10
H -0.97 -2.10 -0.48 0.05
H -1.88 -3.27 -1.54 0.11
H -2.14 -0.79 -4.06 0.08
H -0.45 -0.45 -4.53 0.11
H -1.72 0.78 -4.82 0.10
H 0.34 1.64 -1.72 0.00
H -0.42 2.58 -3.07 0.12
H 0.78 1.27 -3.43 0.11
H -2.95 1.48 0.82 0.06
H -4.66 1.59 0.24 0.11
H -3.51 2.98 0.00 0.10
H -3.69 1.40 -3.37 0.08
H -3.82 2.94 -2.49 0.10
H -5.06 1.64 -2.24 0.11

No. 2
15
Properties=species:S:1:pos:R:3:lowdin_charge:R:1 method="wB97M-V/def2-TZVPD" de_lowest_ev=3.470 homo_lumo_gap_ev=9.3 charge=+1 fmax_ev_per_a=2.377 energy_ev=-21019.078
C 0.64 -0.74 -0.38 -0.38
C 1.48 0.38 -0.93 -0.20
N 0.76 -1.98 -0.19 0.20
N -0.75 1.12 -0.15 -0.18
N -0.71 -0.19 -0.15 -0.08
N -1.32 -0.79 1.32 0.24
O 1.04 3.01 -1.08 -0.43
S 0.93 1.98 -0.09 1.02
H 2.48 0.07 -0.86 0.09
H 1.47 0.38 -2.04 0.14
H -0.11 -2.36 0.14 0.05
H -1.56 1.72 -0.25 0.13
H -2.12 -1.23 0.96 0.13
H -1.44 0.07 1.86 0.16
H -0.79 -1.43 1.85 0.11

No. 3
15
Properties=species:S:1:pos:R:3:lowdin_charge:R:1 method="wB97M-V/def2-TZVPD" de_lowest_ev=1.893 homo_lumo_gap_ev=11.1 charge=0 fmax_ev_per_a=3.318 smiles="O=C(O)CCO.O" energy_ev=-11429.376
O 0.68 1.22 -1.07 0.13
C 0.31 0.31 -1.77 -0.45
O 0.71 0.20 -3.15 0.04
C -0.92 -0.46 -1.41 -0.09
C -2.08 0.45 -0.82 -0.19
O -1.70 0.91 0.50 -0.06
H 0.04 0.68 -3.58 0.07
H -0.56 -1.22 -0.58 0.17
H -1.16 -1.03 -2.36 0.13
H -2.95 -0.17 -0.68 0.10
H -2.28 1.39 -1.38 0.13
H -0.79 0.93 0.47 0.01
O 3.80 -0.73 5.49 -0.11
H 3.87 -1.16 4.58 0.06
H 3.02 -1.31 5.76 0.05

No. 4
14
Properties=species:S:1:pos:R:3:lowdin_charge:R:1 method="wB97M-V/def2-TZVPD" de_lowest_ev=4.043 homo_lumo_gap_ev=6.8 charge=0 fmax_ev_per_a=4.845 energy_ev=-159248.476
C -2.49 0.81 -0.27 -0.35
C 0.10 0.90 0.07 -0.20
C -1.19 1.29 -0.12 -0.60
C -2.94 -0.54 0.03 -1.21
C 0.88 -0.23 0.03 -0.14
C 0.93 -1.48 -0.37 -0.08
O 1.18 -2.66 -0.58 0.24
S -1.83 -1.71 0.51 0.60
Br -1.47 3.23 -0.02 0.72
Br -4.75 -1.02 -0.06 0.69
H -3.21 1.44 -0.62 0.01
H 0.84 1.66 0.31 0.09
H 1.89 -0.05 0.12 0.12
H 1.04 -3.24 0.10 0.11

No. 5
11
Properties=species:S:1:pos:R:3:lowdin_charge:R:1 method="wB97M-V/def2-TZVPD" de_lowest_ev=1.264 s2=8.762 spin_multiplicity=6 homo_lumo_gap_ev="5.2 / 5.5" charge=+2 fmax_ev_per_a=5.202 energy_ev=-46916.567
O -0.46 -1.64 1.04 0.06
C -0.79 -1.65 -0.13 -0.23
C -1.12 -0.46 -0.96 -0.01
H -0.96 -0.70 -2.02 0.17
H -2.06 0.03 -0.68 0.17
H -1.81 -2.15 -0.45 0.26
Co 0.97 -0.07 1.52 1.49
O 0.05 0.33 -0.42 -0.18
C 0.35 1.41 -1.15 -0.02
O 1.35 1.95 -0.52 0.13
H 1.53 2.83 -0.87 0.16

No. 6
20
Properties=species:S:1:pos:R:3:lowdin_charge:R:1 method="wB97M-V/def2-TZVPD" de_lowest_ev=1.088 homo_lumo_gap_ev=6.5 charge=-1 fmax_ev_per_a=2.803 energy_ev=-20762.975
C 1.77 -1.73 -0.04 -0.10
C 0.46 -1.11 0.48 -0.50
C -0.55 -0.91 -0.63 -0.57
S -1.46 -2.43 -1.03 0.65
N 0.89 0.18 1.11 -0.05
C -0.17 1.25 1.25 -0.50
O -0.22 2.10 0.21 -0.31
H 2.47 -1.62 0.81 0.07
H 1.53 -2.77 -0.25 0.06
H 2.26 -1.15 -0.83 0.07
H 0.10 -1.70 1.32 0.12
H -1.20 -0.04 -0.40 0.06
H -0.18 -0.45 -1.55 0.09
H -2.10 -2.66 0.16 -0.14
H 1.60 0.61 0.52 0.08
H -1.08 0.60 1.34 0.09
H 0.03 1.83 2.15 0.08
H 0.09 4.71 0.36 0.00
H 0.55 3.49 -0.38 -0.02
O 0.65 4.49 -0.41 -0.16

No. 7
108
Properties=species:S:1:pos:R:3:lowdin_charge:R:1 method="wB97M-V/def2-TZVPD" de_lowest_ev=0.395 s2=0.750 spin_multiplicity=2 homo_lumo_gap_ev="1.9 / 9.9" charge=-1 fmax_ev_per_a=3.290 energy_ev=-47591.371
C 18.44 5.90 -12.85 -0.07
C 18.83 4.45 -13.11 -0.48
C 19.77 3.95 -11.99 -0.06
O 17.58 3.79 -13.11 -0.06
H 19.31 6.56 -12.88 0.07
H 18.05 6.04 -11.84 0.06
H 17.72 6.27 -13.59 0.08
H 19.37 4.39 -14.05 0.13
H 19.28 4.09 -11.03 0.05
H 20.66 4.58 -11.92 0.07
H 20.18 2.94 -12.10 0.08
H 17.78 2.87 -13.31 0.09
C 16.63 -0.07 -10.46 -0.03
C 16.15 1.42 -10.29 -0.46
C 17.18 2.36 -9.67 -0.06
O 15.85 1.96 -11.55 -0.07
H 17.24 -0.36 -9.61 0.07
H 17.23 -0.21 -11.36 0.07
H 15.75 -0.72 -10.43 0.07
H 15.25 1.47 -9.68 0.12
H 17.22 3.35 -10.11 0.06
H 18.18 1.94 -9.81 0.07
H 17.22 2.48 -8.58 0.07
H 15.70 2.90 -11.45 0.08
C 17.61 5.15 -4.00 -0.06
C 16.67 4.50 -5.03 -0.51
C 15.54 5.48 -5.37 -0.08
O 17.29 3.97 -6.13 -0.06
H 17.27 5.15 -2.97 0.07
H 17.90 6.13 -4.39 0.06
H 18.50 4.53 -4.00 0.07
H 16.23 3.59 -4.62 0.13
H 14.85 5.57 -4.54 0.07
H 14.95 5.09 -6.20 0.07
H 15.75 6.53 -5.58 0.07
H 17.64 4.76 -6.53 0.05
C 22.02 5.63 -2.17 -0.08
C 21.72 4.76 -0.97 -0.49
C 22.03 3.25 -1.23 -0.05
O 22.53 5.23 0.08 -0.06
H 23.08 5.63 -2.41 0.06
H 21.73 6.64 -1.88 0.07
H 21.48 5.42 -3.09 0.06
H 20.66 4.83 -0.73 0.12
H 23.09 3.04 -1.09 0.07
H 21.89 2.94 -2.27 0.06
H 21.40 2.54 -0.69 0.07
H 22.79 4.54 0.70 0.08
C 27.12 0.10 -4.84 -0.05
C 26.49 1.51 -4.60 -0.54
C 25.02 1.62 -4.95 -0.05
O 26.56 1.84 -3.29 -0.06
H 26.71 -0.68 -4.21 0.07
H 28.16 0.07 -4.53 0.07
H 26.97 -0.15 -5.89 0.07
H 27.19 2.22 -5.06 0.13
H 24.33 1.16 -4.24 0.10
H 24.92 1.31 -5.99 0.08
H 24.81 2.69 -4.99 0.05
H 26.05 2.64 -3.17 0.04
C 27.69 5.25 -2.77 -0.07
C 26.18 5.29 -2.81 -0.51
C 25.67 5.21 -4.27 -0.07
O 25.70 4.20 -2.11 -0.06
H 27.96 4.21 -3.00 0.08
H 28.11 5.56 -1.81 0.07
H 28.19 5.88 -3.50 0.08
H 25.92 6.23 -2.33 0.13
H 26.26 4.46 -4.79 0.07
H 25.82 6.20 -4.72 0.07
H 24.60 5.02 -4.34 0.06
H 26.02 4.28 -1.21 0.11
C 22.16 3.13 -6.06 -0.07
C 20.69 3.53 -6.56 -0.41
C 20.63 3.61 -8.14 -0.06
O 19.80 2.53 -6.00 -0.09
H 22.32 2.06 -6.21 0.06
H 22.22 3.33 -4.99 0.05
H 22.93 3.62 -6.65 0.06
H 20.43 4.48 -6.09 0.10
H 21.11 4.50 -8.53 0.05
H 19.60 3.69 -8.50 0.04
H 21.00 2.71 -8.64 0.07
H 18.91 2.83 -6.16 0.03
C 19.62 7.15 -9.02 -0.13
C 18.38 7.18 -8.11 -0.52
C 17.17 6.58 -8.80 -0.06
O 18.57 6.40 -7.00 -0.17
H 19.56 7.84 -9.86 0.06
H 19.86 6.15 -9.40 0.04
H 20.59 7.42 -8.59 0.01
H 18.20 8.21 -7.81 0.12
H 16.27 6.50 -8.19 0.06
H 17.41 5.59 -9.19 0.06
H 16.80 7.26 -9.57 0.07
H 19.47 6.63 -6.75 0.04
C 17.77 -0.46 -4.40 -0.06
C 19.08 -0.90 -4.97 -0.54
C 20.24 -0.42 -4.12 -0.07
O 19.26 -2.29 -5.06 -0.05
H 17.69 -1.02 -3.47 0.08
H 17.00 -0.81 -5.10 0.08
H 17.60 0.61 -4.29 0.08
H 19.09 -0.39 -5.93 0.13
H 20.12 0.60 -3.78 0.07
H 21.13 -0.37 -4.75 0.07
H 20.39 -1.01 -3.22 0.08
H 20.14 -2.45 -5.41 0.09

No. 8
18
Properties=species:S:1:pos:R:3:lowdin_charge:R:1 method="wB97M-V/def2-TZVPD" de_lowest_ev=4.933 homo_lumo_gap_ev="8.6 / 8.1" charge=0 fmax_ev_per_a=3.005 energy_ev=-18917.627
C -2.51 0.71 1.04 -0.06
C -1.70 0.96 0.08 -0.17
C -1.77 0.92 -1.38 -0.12
C 2.44 -1.41 0.09 -0.10
C 1.08 -0.85 0.37 -0.34
C 1.07 0.61 0.67 -0.55
Cl 1.53 1.72 -0.56 0.62
H -2.02 0.57 1.97 0.03
H -3.45 0.14 0.81 0.08
H -1.97 -0.14 -1.62 0.09
H -0.77 1.06 -1.84 0.04
H -2.36 1.65 -1.86 0.06
H 3.21 -0.66 -0.12 0.07
H 2.44 -1.99 -0.79 0.06
H 2.78 -2.01 0.91 0.06
H 0.47 -0.99 -0.46 0.07
H 0.61 -1.45 1.05 0.08
H 0.92 1.16 1.65 0.08

No. 9
13
Properties=species:S:1:pos:R:3:lowdin_charge:R:1 method="wB97M-V/def2-TZVPD" de_lowest_ev=6.654 homo_lumo_gap_ev=9.4 charge=0 fmax_ev_per_a=0.473 energy_ev=-8359.852
C 0.71 2.42 -0.66 0.14
C 0.25 1.32 -0.50 -0.09
C -0.31 -0.01 -0.33 -0.26
C -1.53 -0.67 1.21 0.17
C -0.11 -0.66 1.13 -0.38
O 0.56 -1.79 0.57 -0.08
C 0.49 -1.26 -0.75 -0.13
H 1.11 3.40 -0.80 0.03
H -1.35 -0.05 -0.69 0.14
H -1.79 0.33 1.60 0.05
H 0.54 -0.08 1.79 0.16
H 1.48 -1.02 -1.15 0.13
H -0.05 -1.93 -1.43 0.13

Asked for molar mass across the records above, the calculation gives 463.340, 135.172, 108.093, 283.972, 146.995, 138.212, 540.864, 118.607, 94.113 Da in order.